Entry 1:
The following is a quantum chemistry calculation of one molecule with the formula C5H7N3O3S in a non-equilibrium geometry, from the OMol25 dataset.

Last column: Löwdin charge in e.
Cartesian coordinates (Å):
N -2.73131 -1.09105 3.18666  0.176
C -1.89974 -0.61700 2.51366  -0.302
C -0.78021 0.04746 2.00843  -0.710
S -0.94628 1.64134 1.92747  0.921
C 0.48187 -0.79050 1.68034  -0.256
O 0.48691 -1.29182 0.42609  -0.149
C 0.38626 -0.39370 -0.74471  -0.105
C -1.12050 -0.11735 -0.96282  -0.128
N -1.55352 1.21419 -0.50608  -0.038
N -1.03461 2.16213 -1.10071  -0.415
O -0.16726 2.09974 -1.92221  0.072
O -1.67267 3.38481 -0.91569  0.107
H 1.26758 -0.11479 1.78401  0.094
H 0.68051 -1.57620 2.35736  0.127
H 0.89192 -1.00287 -1.57917  0.156
H 0.86876 0.59186 -0.52618  0.120
H -1.50544 -0.17597 -1.95126  0.116
H -1.66512 -0.80571 -0.28912  0.123
H -2.37106 3.32054 -0.29208  0.089

**Lowest unoccupied orbital energy**: -1.459 eV
**Energy relative to the best compared isomer or geometry (same formula, charge and spin)**: 596.5 kJ/mol
**Total energy**: -982.67406 hartree
**HOMO**: -9.69 eV
**Gap between HOMO and LUMO**: 0.302 Eh

---

Entry 2:
The following is a quantum chemistry calculation of C18H29InN2 as an isolated structure in a non-equilibrium geometry, from the OMol25 dataset.

Last column: Löwdin charge in e.
Cartesian coordinates (Å):
C -0.95068 -1.67521 -2.73040  -0.266
H -1.49313 -1.33675 -3.65207  0.103
H 0.05886 -1.67268 -3.16568  0.061
H -1.67869 0.41364 -2.12456  0.089
C -1.58446 -2.93050 -2.07902  -0.329
H -1.06865 -3.34914 -1.18711  0.104
H -2.58018 -2.61534 -1.67559  0.123
C -1.67458 -4.09786 -3.06105  -0.076
H -2.02384 -4.97000 -2.51354  0.091
H -2.39841 -3.88069 -3.83619  0.088
H -0.71985 -4.37579 -3.50770  0.092
C 1.63500 0.74932 1.23319  -0.233
C 1.68071 -0.66588 1.22402  -0.193
C 2.05343 -1.08231 -0.08184  -0.225
C 2.21533 0.09215 -0.88218  -0.240
C 1.96589 1.21886 -0.05668  -0.198
C 2.09602 2.63265 -0.44963  0.013
C 2.70125 0.10424 -2.27253  -0.006
C 2.39779 -2.44809 -0.51672  -0.006
C 1.53309 -1.53490 2.40586  0.013
C 1.44091 1.59941 2.42683  -0.013
In -0.51650 -0.47370 -1.12372  1.132
H 2.60558 1.09645 -2.72341  0.092
H 3.76579 -0.17122 -2.29585  0.126
H 2.16877 -0.61535 -2.90763  0.084
H 2.17923 2.72517 -1.53548  0.087
H 1.24083 3.22915 -0.10745  0.090
H 3.00464 3.05916 0.00063  0.127
H 0.81956 1.08453 3.17344  0.084
H 2.41237 1.84231 2.90095  0.115
H 0.95476 2.55074 2.16293  0.087
H 1.40436 -2.57472 2.09558  0.086
H 2.42180 -1.48295 3.05597  0.130
H 0.66699 -1.23325 3.00658  0.093
H 1.94705 -2.70082 -1.48331  0.090
H 3.48623 -2.54469 -0.64223  0.123
H 2.08353 -3.18820 0.22299  0.090
N -3.89009 3.45063 2.81821  0.166
C -3.02222 2.65350 2.16303  -0.276
C -2.40778 3.18024 0.98726  0.032
C -1.63224 2.31451 0.22071  -0.138
N -1.51224 1.00812 0.54541  -0.070
C -1.95091 0.54207 1.73874  -0.119
C -2.72333 1.33710 2.56570  0.016
H -4.14021 4.35062 2.54269  0.097
H -4.41007 3.11127 3.67841  0.167
H -2.58492 4.18911 0.67361  0.122
H -1.14181 2.65886 -0.70707  0.117
H -1.68697 -0.50832 1.99582  0.129
H -3.14802 0.93456 3.48009  0.129

**Lowest unoccupied orbital energy (alpha / beta)**: -8.760 / -8.762 eV
**Energy relative to the best compared isomer or geometry (same formula, charge and spin)**: 107.7 kJ/mol
**Total energy**: -1002.17331 hartree
**Charge**: +2
**HOMO (alpha / beta)**: -14.53 / -14.33 eV
**Gap between HOMO and LUMO (alpha / beta)**: 0.212 / 0.205 Eh

---

Entry 3:
The following is a quantum chemistry calculation of C11H34IrN2P2S as an isolated structure in a non-equilibrium geometry, from the OMol25 dataset.

Last column: Mulliken spin population.
Cartesian coordinates (Å):
Ir -0.88131 0.52847 -1.02301  1.321
H -2.39708 0.37955 -0.11584  0.272
H -2.19291 1.29384 -0.11182  -0.018
P -1.69414 -1.48431 -1.78034  0.094
P -0.06363 2.60442 -1.44768  0.102
C 1.76074 2.79670 -1.31959  0.024
H 2.02586 3.84327 -1.52815  0.007
H 2.12730 2.52144 -0.32044  -0.010
H 2.25277 2.15598 -2.06304  0.009
C -0.39843 3.32437 -3.08381  0.017
H -1.47645 3.30286 -3.27749  -0.009
H -0.03812 4.36151 -3.11505  0.003
H 0.11976 2.73843 -3.85363  0.002
C -0.73853 3.77607 -0.22383  0.018
H -0.44039 3.46827 0.78634  -0.006
H -0.35494 4.78305 -0.43023  0.008
H -1.83259 3.77777 -0.29560  0.003
C -2.19601 -1.64100 -3.52623  0.010
H -2.67511 -2.61367 -3.69037  0.003
H -2.89847 -0.83533 -3.77348  -0.002
H -1.31308 -1.55212 -4.17040  -0.006
C -0.50593 -2.82352 -1.47680  0.000
H -0.16613 -2.79938 -0.43429  0.001
H -0.99440 -3.78279 -1.69087  0.005
H 0.36068 -2.70118 -2.13791  -0.001
C -3.20556 -1.96400 -0.88573  0.033
H -3.97026 -1.18578 -0.99846  0.002
H -3.58377 -2.90196 -1.31297  0.011
H -2.99019 -2.11122 0.17941  0.007
H -1.95427 1.12036 -2.09490  0.280
H -0.51344 -0.03627 -2.51021  0.364
C 3.12723 -1.64402 0.65205  -0.009
N 2.41858 -1.45283 1.92441  0.603
C 3.19829 -1.78201 3.11325  -0.001
C 1.29751 -0.67418 1.90434  0.670
S 1.03376 0.17533 0.40246  0.406
N 0.47266 -0.52035 2.96164  0.570
C 0.76109 -0.71378 4.38199  0.003
C -0.79179 0.18375 2.75727  0.009
H 4.00524 -2.26578 0.84035  0.011
H 3.44961 -0.67598 0.23628  0.035
H 2.46568 -2.13261 -0.07510  0.015
H 3.42101 -0.89500 3.72039  0.021
H 2.71459 -2.56003 3.71329  0.034
H 4.15716 -2.19045 2.77047  -0.002
H 0.77308 0.26502 4.88892  0.024
H -0.05154 -1.31653 4.81386  0.020
H 1.70420 -1.21759 4.56592  0.012
H -0.61503 1.19959 2.37495  0.018
H -1.42647 -0.36089 2.04619  0.017
H -1.28683 0.23450 3.73349  -0.002

**Lowest unoccupied orbital energy (alpha / beta)**: -4.936 / -9.388 eV
**Total energy**: -1733.36464 hartree
**Charge**: +2
**⟨S²⟩**: 8.770
**HOMO (alpha / beta)**: -10.52 / -15.22 eV
**Multiplicity**: 6
**Gap between HOMO and LUMO (alpha / beta)**: 0.205 / 0.214 Eh

---

Entry 4:
The following is a quantum chemistry calculation of one molecule with the formula C28H57NO3 in a non-equilibrium geometry, from the OMol25 dataset.

Last column: Löwdin charge in e.
Cartesian coordinates (Å):
H -3.45152 -0.23337 4.51728  0.034
N -3.36123 0.63771 5.11189  0.022
C -2.01181 0.96747 5.20530  -0.147
C -0.88435 0.01035 4.42671  -0.060
C 0.53456 0.86238 4.21713  -0.374
C 1.16521 1.17100 5.73599  -0.117
O 0.70830 0.21843 6.75898  -0.260
C 0.20299 0.93684 7.95235  -0.113
O 1.53204 0.13959 3.41303  -0.136
C 2.11214 -1.00484 4.13238  -0.179
C 2.80922 -1.97882 2.96450  -0.180
C 3.06469 -3.48565 3.59328  -0.266
C 1.70922 -4.36784 3.32057  -0.154
O 0.34012 2.18251 3.59839  -0.104
C -0.04213 2.09075 2.18122  -0.275
C -1.12612 3.33938 1.92799  -0.193
C -2.05060 3.13485 0.58887  -0.139
C 1.19464 2.37389 1.12077  -0.127
C 1.58928 1.04994 0.20243  -0.190
C 0.33632 0.43256 -0.65543  -0.203
C 0.78062 -0.73551 -1.75225  -0.192
C -0.20748 -2.07438 -1.65682  -0.210
C -1.80657 -1.71634 -1.69444  -0.214
C -2.72528 -2.81747 -2.53292  -0.206
C -3.91045 -2.06734 -3.44017  -0.209
C -3.44609 -2.02607 -5.01826  -0.220
C -3.35585 -0.51547 -5.65070  -0.226
C -2.16850 0.42588 -5.02452  -0.223
C -0.64092 -0.07126 -5.35421  -0.215
C 0.37119 1.20929 -5.13338  -0.222
C 1.83298 0.91441 -5.86278  -0.228
C 3.00939 1.98161 -5.40940  -0.266
C 3.46256 1.82397 -3.82090  -0.152
H -1.67190 1.94301 5.80315  0.119
H -0.72112 -1.02477 4.96439  0.122
H -1.39930 -0.25645 3.38271  0.124
H 0.74434 2.23844 6.03533  0.135
H 2.34487 1.28658 5.71124  0.151
H -0.17094 0.14999 8.75063  0.111
H -0.70000 1.64978 7.73469  0.084
H 1.11114 1.55570 8.41735  0.114
H 1.33422 -1.69267 4.67912  0.119
H 3.02132 -0.71203 4.84762  0.145
H 2.22097 -1.97173 1.95278  0.104
H 3.89462 -1.52932 2.75545  0.120
H 4.05607 -4.00117 3.18267  0.114
H 3.19671 -3.35727 4.77258  0.115
H 0.83450 -3.85253 3.93716  0.076
H 1.48368 -4.34367 2.16275  0.078
H 1.80898 -5.48129 3.73656  0.085
H -0.61892 1.11793 1.88121  0.131
H -1.78149 3.54535 2.90436  0.121
H -0.52137 4.35485 1.76021  0.116
H -2.51595 4.20551 0.33951  0.084
H -2.98569 2.42787 0.75372  0.085
H -1.41011 2.84566 -0.35317  0.058
H 2.16621 2.62413 1.75606  0.130
H 1.00417 3.31700 0.44205  0.115
H 2.44919 1.40483 -0.52154  0.108
H 2.03020 0.15887 0.85013  0.102
H -0.39193 -0.11924 0.10199  0.108
H -0.25582 1.23694 -1.26523  0.094
H 1.85050 -1.09633 -1.42042  0.108
H 0.83335 -0.34365 -2.85603  0.072
H 0.00615 -2.74951 -2.61378  0.103
H 0.05896 -2.75520 -0.72578  0.112
H -2.06486 -0.62914 -2.04319  0.089
H -2.19057 -1.79440 -0.56680  0.112
H -2.05305 -3.53911 -3.20293  0.104
H -3.32530 -3.55375 -1.81243  0.106
H -4.08877 -0.97252 -3.03097  0.105
H -4.93553 -2.64818 -3.28874  0.109
H -4.21101 -2.72023 -5.60544  0.113
H -2.38719 -2.54694 -5.12861  0.102
H -3.18037 -0.64298 -6.81865  0.114
H -4.37762 0.06512 -5.45741  0.118
H -2.37075 0.54593 -3.87081  0.095
H -2.29386 1.52112 -5.48186  0.117
H -0.33984 -1.03940 -4.76952  0.101
H -0.59928 -0.33648 -6.50891  0.123
H 0.51543 1.50971 -3.99613  0.102
H -0.15262 2.14882 -5.64926  0.119
H 2.24823 -0.15953 -5.59410  0.116
H 1.66327 0.95416 -7.02309  0.109
H 3.99429 1.81683 -6.05414  0.105
H 2.64457 3.09284 -5.57199  0.106
H 3.02535 0.78684 -3.44289  0.065
H 2.96720 2.67948 -3.16773  0.075
H 4.64008 1.87775 -3.73671  0.078

**Lowest unoccupied orbital energy**: 0.634 eV
**Total energy**: -1381.00681 hartree
**HOMO**: -9.64 eV
**Gap between HOMO and LUMO**: 0.377 Eh

---

Entry 5:
The following is a quantum chemistry calculation of an isolated ion of composition C4H13N11 and charge +2 in a non-equilibrium geometry, from the OMol25 dataset.

Last column: Löwdin charge in e.
Cartesian coordinates (Å):
N 3.86918 -1.62507 0.44755  0.342
C 2.80576 -1.15508 0.58279  -0.138
N 1.66090 -0.71439 0.75831  -0.021
N 1.01146 -0.31170 1.97067  0.144
N 0.80598 -0.08845 -0.55754  0.008
N 0.95459 1.18742 -0.77412  0.072
C 1.98216 1.90427 -0.49369  -0.218
N 2.13567 3.09323 -1.07366  0.130
C -0.48887 -0.62242 -0.41838  -0.333
N -0.90083 -1.74119 -0.88199  0.053
N -0.08308 -2.58097 -1.50765  0.080
N -1.42175 0.29628 0.15922  0.154
C -2.76815 0.23961 0.25715  -0.354
N -3.33035 1.30817 0.87505  0.207
N -3.45896 -0.83507 -0.15887  0.241
H 4.49979 -2.28889 -0.02915  0.170
H 1.67096 -0.60048 2.66653  0.107
H 0.10074 -0.69091 2.15662  0.096
H 2.78757 1.74748 0.20465  0.139
H 2.26551 3.90193 -0.47633  0.129
H 1.54447 3.25364 -1.85776  0.108
H 0.62139 -2.24558 -2.13934  0.111
H -0.62810 -3.34224 -1.89943  0.121
H -1.10186 0.94845 0.85178  0.138
H -2.78822 2.11678 1.04883  0.115
H -4.25854 1.58310 0.52793  0.157
H -3.04013 -1.71771 -0.21874  0.086
H -4.44727 -1.02022 -0.02045  0.154

**Lowest unoccupied orbital energy**: -7.789 eV
**Energy relative to the best compared isomer or geometry (same formula, charge and spin)**: 0.0 kJ/mol
**Total energy**: -761.77313 hartree
**Charge**: +2
**HOMO**: -15.37 eV
**Gap between HOMO and LUMO**: 0.279 Eh

---

Entry 6:
The following is a quantum chemistry calculation of C19H42P2SiV as an isolated structure in a non-equilibrium geometry, from the OMol25 dataset.

Last column: Mulliken spin population.
Cartesian coordinates (Å):
P -0.12843 -2.19547 -2.57037  -0.005
P 0.37564 1.79223 -2.45755  -0.004
C -0.37894 -0.79154 -3.71517  0.001
C 0.55205 0.46289 -3.70371  -0.001
H -1.43567 -0.48462 -3.70951  0.000
H -0.25209 -1.25348 -4.71426  -0.001
H 1.61049 0.16185 -3.76858  -0.001
H 0.37744 0.99634 -4.65624  0.000
C -1.19557 2.60017 -2.87210  0.003
H -1.49699 3.28197 -2.06577  0.005
H -2.00500 1.87593 -3.03446  -0.002
H -1.03943 3.17603 -3.79164  -0.001
C 1.62252 2.99435 -2.99297  0.007
H 1.28030 3.43960 -3.93796  0.000
H 2.58474 2.49004 -3.13658  -0.002
H 1.72255 3.77876 -2.22655  0.000
C -1.31753 -3.41235 -3.19584  0.005
H -1.38731 -4.24807 -2.48927  0.000
H -0.95746 -3.77841 -4.16779  0.000
H -2.30413 -2.94671 -3.31347  -0.001
C 1.46293 -2.91697 -3.06085  0.002
H 2.24240 -2.15909 -3.20928  -0.003
H 1.31385 -3.45960 -4.00033  -0.001
H 1.81347 -3.61945 -2.29573  0.005
V 0.21233 -0.29008 1.53035  2.858
C 0.56617 1.78583 -0.70449  -0.161
C -0.83414 1.42995 -0.31223  0.160
C -1.42081 0.14212 -0.76491  -0.059
C -1.33221 -1.27922 -0.11480  0.035
C -0.34871 -2.29065 -0.82688  -0.119
C 1.08669 -1.98264 -0.52140  0.114
C 1.66672 -0.64975 -0.84775  -0.009
C 1.60623 0.73985 -0.12833  0.165
C 0.42638 -1.99947 2.60543  -0.027
H 0.87616 2.79219 -0.39928  -0.013
H -1.42981 2.12073 0.27370  -0.010
H -1.13486 0.00570 -1.82242  -0.016
H -2.49951 0.35328 -0.89926  -0.004
H -1.21937 -1.30072 0.99681  0.033
H -2.33949 -1.70328 -0.27772  -0.012
H -0.64823 -3.31201 -0.58209  -0.014
H 1.67848 -2.68809 0.06852  -0.004
H 1.36146 -0.43373 -1.88930  -0.042
H 2.73701 -0.85751 -1.03702  -0.008
H 1.61960 0.69178 0.98031  -0.055
H 2.60529 1.17802 -0.35121  -0.008
H 1.30753 -1.76789 3.22548  0.027
H 0.60164 -2.91170 2.02283  0.005
H -0.45298 -2.12836 3.25112  -0.001
C -0.03485 2.66056 5.50171  0.002
Si -0.44641 1.08163 4.55684  0.031
C 0.08075 -0.36950 5.63919  0.009
C -2.30496 0.97899 4.27610  0.019
C 0.44977 1.15787 2.90674  0.058
H -0.75271 2.84567 6.31477  -0.001
H -0.05330 3.51630 4.81282  0.000
H 0.97483 2.59231 5.93364  0.000
H -0.65268 -0.53505 6.44367  0.000
H 0.18723 -1.30491 5.07621  0.001
H 1.04878 -0.14977 6.11263  -0.001
H -2.61307 1.67875 3.48586  0.008
H -2.61306 -0.03138 3.96887  0.007
H -2.85213 1.23960 5.19558  0.001
H 1.56028 1.10469 3.03426  0.015
H 0.27015 2.10552 2.35160  0.009

**Lowest unoccupied orbital energy (alpha / beta)**: -0.141 / -0.157 eV
**Energy relative to the best compared isomer or geometry (same formula, charge and spin)**: 468.8 kJ/mol
**Total energy**: -2664.94399 hartree
**⟨S²⟩**: 3.768
**HOMO (alpha / beta)**: -4.90 / -5.38 eV
**Multiplicity**: 4
**Gap between HOMO and LUMO (alpha / beta)**: 0.175 / 0.192 Eh

---

> The highest total energy belongs to which entry?

C4H13N11